(1)
# C52H44CoF2N5O2S3

A structure of composition C52H44CoF2N5O2S3 (wB97M-V/def2-TZVPD, the OMol25 dataset).

Total charge = 0
Molecular weight = 964.09 u
2S+1 = 5
Gap between HOMO and LUMO (alpha / beta) = 0.169 / 0.270 Eh

```
109
Properties=species:S:1:pos:R:3:forces:R:3:mulliken_spin:R:1
Co 0.417 0.084 -0.268 -0.383 0.108 0.654 2.385
N 0.258 -1.920 0.081 0.009 0.201 -0.412 0.050
S -0.759 -2.965 0.026 -0.037 -0.145 0.206 0.017
N -1.124 -3.714 1.411 -0.095 0.115 -0.006 0.021
S -2.091 -3.014 2.456 0.220 0.017 0.135 0.189
N -2.370 -1.469 2.491 0.081 -0.012 -0.111 0.042
S -1.265 -0.266 2.603 -0.213 -0.193 0.047 -0.022
N -0.793 0.382 1.389 0.369 0.026 -0.013 0.053
C -0.089 -0.902 3.819 0.003 0.067 0.002 0.033
C -0.229 -0.628 5.173 0.016 0.018 -0.014 0.013
C 0.655 -1.199 6.080 0.053 -0.001 -0.014 -0.007
C 1.667 -2.035 5.639 -0.031 0.029 0.025 0.005
C 1.800 -2.306 4.283 -0.001 -0.015 -0.059 0.042
C 0.923 -1.745 3.370 -0.035 -0.039 -0.005 -0.042
C -2.210 0.891 3.579 -0.051 0.082 -0.092 0.013
C -1.664 2.165 3.679 -0.004 0.009 -0.019 -0.002
C -2.352 3.142 4.377 -0.045 0.006 0.029 0.000
C -3.585 2.850 4.951 0.038 0.022 -0.010 0.000
C -4.127 1.580 4.830 0.001 -0.047 0.003 0.001
C -3.437 0.588 4.144 0.001 -0.017 0.107 -0.007
C -1.606 -3.604 3.953 -0.050 0.057 0.001 -0.243
C -2.269 -3.083 5.108 -0.011 -0.072 0.034 0.322
C -2.065 -3.675 6.330 0.007 -0.042 -0.004 -0.136
C -1.233 -4.794 6.471 -0.033 0.046 0.020 0.309
C -0.613 -5.323 5.331 0.034 -0.010 -0.056 -0.133
C -0.788 -4.765 4.088 0.006 -0.018 0.046 0.351
C -3.725 -3.585 2.013 -0.180 -0.115 -0.057 -0.059
C -3.854 -4.966 1.844 0.033 0.059 0.001 0.049
C -5.106 -5.518 1.668 -0.044 -0.011 -0.010 -0.027
C -6.240 -4.708 1.680 0.046 -0.009 0.004 0.046
C -6.106 -3.343 1.872 -0.007 0.022 0.001 -0.033
C -4.850 -2.772 2.043 0.006 0.013 -0.034 0.104
C -0.176 -4.361 -0.921 0.045 -0.131 0.253 0.006
C 0.565 -5.327 -0.253 -0.014 -0.109 -0.058 -0.001
C 1.219 -6.304 -0.986 0.016 -0.002 -0.012 -0.001
C 1.142 -6.306 -2.373 -0.006 0.018 0.018 0.003
C 0.413 -5.326 -3.030 -0.081 -0.022 -0.006 -0.004
C -0.244 -4.342 -2.305 -0.162 -0.154 0.024 -0.007
C -2.382 -2.632 -0.690 0.000 -0.037 0.003 -0.009
C -3.158 -3.676 -1.186 0.050 -0.026 -0.015 -0.005
C -4.444 -3.421 -1.630 -0.028 0.029 0.004 0.002
C -4.962 -2.133 -1.553 0.005 -0.047 -0.023 -0.002
C -4.198 -1.109 -1.020 0.031 0.057 -0.031 -0.007
C -2.901 -1.351 -0.584 -0.007 0.032 -0.007 0.040
H -1.025 0.006 5.535 0.004 0.015 -0.017 0.016
H 0.537 -0.995 7.136 0.005 0.001 0.001 -0.002
H 2.348 -2.482 6.351 -0.006 -0.007 -0.001 0.003
H 2.582 -2.965 3.930 -0.002 -0.005 0.011 0.001
H 1.006 -1.981 2.316 -0.074 -0.100 -0.011 -0.019
H -0.722 2.387 3.194 -0.009 -0.036 -0.030 -0.002
H -1.933 4.136 4.463 -0.004 0.001 0.000 0.000
H -4.125 3.619 5.488 -0.003 -0.002 0.002 0.000
H -5.089 1.355 5.271 -0.001 -0.002 0.000 0.000
H -3.841 -0.410 4.050 -0.022 0.015 -0.032 0.010
H -2.907 -2.213 5.022 0.008 -0.024 -0.005 0.059
H -2.555 -3.257 7.201 0.002 0.005 0.005 -0.005
H -1.082 -5.247 7.440 -0.002 -0.002 0.001 0.032
H 0.033 -6.188 5.425 -0.002 0.000 0.004 -0.003
H -0.291 -5.174 3.220 -0.006 0.006 -0.006 0.023
H -2.970 -5.593 1.846 0.010 0.008 0.004 0.016
H -5.202 -6.587 1.526 -0.009 0.002 0.001 0.000
H -7.221 -5.144 1.546 -0.002 -0.002 -0.001 0.006
H -6.982 -2.707 1.880 -0.003 -0.004 -0.002 -0.001
H -4.737 -1.703 2.158 0.009 -0.001 0.020 0.016
H 0.622 -5.311 0.827 -0.016 0.020 -0.016 0.001
H 1.794 -7.064 -0.473 0.000 -0.001 0.001 0.000
H 1.655 -7.070 -2.942 -0.002 -0.004 -0.005 0.000
H 0.361 -5.317 -4.111 0.011 0.009 -0.002 0.000
H -0.798 -3.565 -2.819 -0.054 -0.090 0.054 0.008
H -2.772 -4.686 -1.209 0.036 -0.002 -0.009 0.004
H -5.047 -4.231 -2.018 0.000 -0.001 0.000 0.000
H -5.970 -1.936 -1.897 0.001 0.004 0.004 0.000
H -4.605 -0.110 -0.934 0.003 0.002 -0.011 -0.001
H -2.323 -0.558 -0.131 0.032 0.014 -0.016 -0.026
C 1.659 3.308 -2.210 -0.010 0.044 0.007 -0.004
C 1.068 2.171 -1.426 0.116 -0.095 -0.093 -0.031
O 0.045 2.299 -0.737 -0.042 0.001 0.007 0.054
O 1.675 1.038 -1.465 0.080 -0.032 -0.095 0.043
H 0.876 4.001 -2.511 0.003 0.003 -0.003 0.001
H 2.210 2.940 -3.072 -0.007 -0.009 0.002 0.001
H 2.355 3.841 -1.560 0.005 -0.007 -0.003 0.000
F 2.323 1.513 1.147 -0.018 -0.005 -0.024 -0.035
C 1.954 0.232 0.982 0.242 0.040 0.089 -0.419
F 2.978 -0.450 0.434 -0.009 0.023 0.022 -0.038
H 1.682 -0.199 1.938 -0.007 0.080 -0.075 -0.044
N -0.687 -0.181 -2.019 -0.081 -0.018 -0.262 0.890
C -0.755 -0.551 -3.210 -0.015 -0.109 0.081 -0.094
C 0.436 -1.186 -3.857 -0.036 0.094 -0.044 0.087
C 0.708 -0.927 -5.198 0.020 -0.044 -0.027 -0.011
C 1.832 -1.480 -5.790 -0.036 0.010 -0.012 0.009
C 2.673 -2.300 -5.050 0.003 -0.024 0.022 -0.007
C 2.397 -2.560 -3.715 0.036 0.063 -0.041 0.015
C 1.282 -2.000 -3.112 0.198 0.228 -0.039 0.008
C -2.035 -0.391 -3.961 -0.002 0.044 -0.012 0.115
C -2.782 0.771 -3.798 -0.004 0.007 0.025 -0.001
C -3.990 0.912 -4.461 -0.014 -0.005 0.023 0.002
C -4.462 -0.112 -5.271 -0.012 -0.001 0.002 -0.005
C -3.719 -1.274 -5.430 0.009 0.001 0.002 0.008
C -2.499 -1.411 -4.785 -0.003 0.011 0.024 -0.005
H 0.046 -0.288 -5.770 -0.003 0.003 0.001 0.000
H 2.052 -1.270 -6.829 -0.003 -0.002 -0.001 0.000
H 3.549 -2.735 -5.515 0.008 0.004 -0.001 0.000
H 3.053 -3.196 -3.136 0.002 -0.017 0.008 0.000
H 1.067 -2.192 -2.067 0.126 0.151 -0.090 -0.028
H -2.403 1.558 -3.158 0.001 -0.007 0.019 0.002
H -4.566 1.820 -4.342 0.002 -0.003 -0.005 0.000
H -5.409 -0.002 -5.784 0.002 -0.004 -0.003 -0.001
H -4.086 -2.071 -6.063 0.002 -0.003 0.001 0.000
H -1.908 -2.309 -4.917 -0.007 -0.006 0.001 0.001
```
Forces are in eV/Å.


(2)
# H26O13

A cluster of 13 separate species, H26O13 in total in a non-equilibrium geometry (wB97M-V/def2-TZVPD, the OMol25 dataset).

Total charge = 0
Molecular weight = 234.20 u
Energy relative to the best compared isomer or geometry (same formula, charge and spin) = 48.17 kcal/mol
2S+1 = 1
Gap between HOMO and LUMO = 0.368 Eh

```
39
Properties=species:S:1:pos:R:3:forces:R:3:nbo_charge:R:1
O -1.017 3.086 0.559 0.091 0.138 -0.038 -0.947
H -0.120 3.081 0.238 0.690 -0.188 -0.315 0.477
H -0.974 3.772 1.225 -0.411 0.239 0.427 0.501
O 1.839 -2.700 1.126 2.084 0.042 1.787 -0.998
H 2.173 -1.784 1.241 -0.623 -0.655 -0.481 0.500
H 1.124 -2.834 0.546 -1.239 0.458 -1.045 0.475
O 3.430 -0.343 1.641 0.493 0.271 -0.603 -0.920
H 4.098 -0.312 0.940 0.071 -0.625 0.256 0.472
H 3.019 0.504 1.469 -0.616 0.320 0.423 0.464
O -2.756 -1.878 0.791 -0.884 -0.415 -0.253 -0.951
H -1.922 -2.103 1.204 -0.017 0.302 0.525 0.489
H -3.307 -1.278 1.322 0.620 -0.679 0.480 0.497
O -0.273 -0.432 2.868 -0.061 -1.569 -0.279 -0.960
H 0.110 -0.199 1.983 -0.313 -0.755 0.570 0.507
H -0.646 -1.353 2.812 1.012 1.399 -0.005 0.472
O 0.270 0.969 -2.910 -0.023 -0.546 -0.294 -0.965
H 1.076 0.850 -2.408 0.651 -0.205 -0.244 0.463
H -0.083 1.771 -2.552 -1.014 0.874 -0.043 0.471
O 2.405 0.293 -1.400 -0.025 -0.739 -0.603 -1.001
H 1.646 0.308 -0.779 0.364 -0.123 0.601 0.500
H 3.042 0.962 -1.198 0.404 0.632 0.246 0.476
O 0.399 -0.086 0.232 0.315 0.964 0.068 -1.000
H -0.268 0.526 -0.103 -0.631 0.048 -0.040 0.511
H 0.115 -0.935 -0.152 -0.370 -0.377 0.056 0.515
O -1.906 1.502 2.664 -0.703 1.281 -1.211 -1.009
H -1.422 0.684 2.800 0.340 -0.405 0.373 0.481
H -1.636 1.783 1.757 -0.373 -0.312 1.073 0.466
O -1.777 3.031 -2.105 -0.013 -1.264 -0.601 -0.966
H -1.574 2.953 -1.171 -0.308 0.583 0.201 0.487
H -1.678 3.919 -2.417 0.139 0.807 0.168 0.471
O -2.557 0.406 -0.375 0.533 2.947 -1.365 -0.975
H -2.640 -0.431 0.013 -0.120 -1.980 0.677 0.472
H -3.128 1.022 0.094 0.019 -0.099 0.011 0.473
O 1.738 -2.533 -2.432 -2.114 1.403 -0.365 -0.955
H 2.604 -2.817 -2.315 2.374 -1.393 0.523 0.478
H 1.891 -1.577 -2.476 -0.362 0.150 -0.106 0.494
O -0.374 -2.421 -0.602 -0.948 0.269 1.822 -0.987
H 0.244 -2.522 -1.290 1.698 -0.598 -2.080 0.516
H -1.166 -2.884 -0.838 -0.730 -0.201 -0.320 0.508
```
Forces are in eV/Å.


(3)
# C2H6N2O3

A structure of composition C2H6N2O3 in a non-equilibrium geometry (wB97M-V/def2-TZVPD, the OMol25 dataset).

Total charge = 0
Molecular weight = 106.08 u
Energy relative to the best compared isomer or geometry (same formula, charge and spin) = 97.05 kcal/mol
2S+1 = 1
Gap between HOMO and LUMO = 0.358 Eh

```
13
Properties=species:S:1:pos:R:3:forces:R:3:nbo_charge:R:1
C -1.424 0.564 0.019 -4.092 -1.890 1.029 0.091
C 0.967 0.028 -0.045 0.168 1.366 0.829 0.884
N -1.154 -0.933 -0.156 -0.083 -1.603 2.586 -0.475
N 0.162 -0.901 -0.615 0.683 -0.923 -2.777 -0.507
O -0.434 1.198 0.507 5.574 0.575 0.511 -0.654
O 1.550 -0.174 1.175 -0.158 -0.116 -0.369 -0.690
O 1.879 0.525 -0.963 -1.508 -0.198 1.497 -0.673
H -1.715 0.794 -0.967 -0.333 0.683 -1.768 0.120
H -2.304 0.809 0.689 0.284 -1.051 -0.662 0.166
H -1.130 -1.600 0.744 -0.353 2.362 -2.222 0.338
H 0.274 -0.873 -1.683 -0.583 0.007 2.202 0.395
H 1.007 -0.689 1.809 0.051 0.621 -0.870 0.504
H 2.322 1.252 -0.514 0.347 0.167 0.014 0.502
```
Forces are in eV/Å.


- Which value of molecular weight does entry 1 give?
  964.09 u


- 2S+1 of number 1 (C52H44CoF2N5O2S3)?
  5


- Which of these has the highest 2S+1?
  C52H44CoF2N5O2S3